Record 1
Density functional theory data (wB97M-V/def2-TZVPD) for 14 unconnected molecules or ions with the total composition C19H66N10O14.

Computed properties:
LUMO level = -0.17 eV
Relative energy (zero: lowest compared OMol25 entry of this formula, charge and spin) = 24.3 kcal/mol

```
109
C19H66N10O14 wB97M-V/def2-TZVPD
C 1.257 2.357 5.416
C 1.854 3.249 4.278
O 1.460 4.536 4.404
H 0.227 2.331 5.431
H 1.639 2.803 6.304
H 1.735 1.421 5.297
H 1.382 2.835 3.381
H 2.912 3.110 4.222
H 1.320 4.868 3.514
C -0.003 4.849 7.802
C 0.049 6.226 7.199
O 0.710 7.116 8.079
H 1.008 4.538 7.870
H -0.548 4.235 7.027
H -0.590 4.805 8.745
H -0.928 6.615 7.031
H 0.598 6.187 6.290
H 0.407 6.956 8.950
C 1.451 1.192 15.858
C 2.640 0.993 14.939
O 2.248 0.067 13.971
H 0.512 1.331 15.336
H 1.683 2.154 16.429
H 1.251 0.344 16.547
H 3.406 0.524 15.490
H 2.978 1.861 14.322
H 1.682 0.634 13.398
C 0.181 -0.298 7.260
C 0.111 0.224 8.693
O 0.031 1.651 8.497
H -0.562 0.068 6.522
H 0.197 -1.381 7.221
H 1.208 -0.061 7.040
H 1.020 -0.082 9.174
H -0.721 -0.173 9.175
H -0.371 1.994 9.291
C 3.673 4.590 9.676
C 4.497 4.641 10.962
O 3.963 5.686 11.715
H 2.614 4.245 9.730
H 4.205 3.945 8.985
H 3.731 5.576 9.113
H 5.543 4.764 10.727
H 4.306 3.718 11.527
H 4.378 6.472 11.294
C -0.823 1.517 11.961
O -0.159 0.443 12.570
N -0.137 2.343 11.251
N -2.101 1.674 12.033
H 0.891 2.286 11.153
H -0.615 3.244 11.166
H -2.611 0.973 12.597
H -2.603 2.371 11.461
C 7.777 2.398 11.189
O 8.753 3.434 11.383
N 7.875 1.225 11.712
N 6.741 2.487 10.440
H 8.808 1.103 12.222
H 7.485 0.410 11.284
H 6.702 3.270 9.785
H 5.807 2.039 10.568
C 3.234 1.466 10.095
O 2.370 1.555 11.227
N 4.468 1.165 10.213
N 2.829 1.711 8.922
H 4.598 0.703 11.135
H 5.041 0.812 9.473
H 1.826 1.893 8.790
H 3.467 1.766 8.111
C 5.207 2.525 5.953
O 4.194 1.885 6.571
N 5.606 3.732 6.266
N 5.952 2.015 5.052
H 4.794 4.288 6.606
H 6.330 4.176 5.724
H 5.582 1.038 4.845
H 6.906 2.249 4.803
C 5.032 -1.310 12.160
O 6.358 -1.741 12.018
N 4.005 -1.978 11.710
N 4.717 -0.158 12.564
H 4.303 -2.841 11.136
H 3.023 -1.614 11.629
H 5.490 0.386 13.044
H 3.834 -0.026 13.022
C 0.869 -2.635 10.762
O 1.493 -1.394 11.117
H 1.667 -3.360 10.857
H 0.618 -2.522 9.738
H 0.045 -2.903 11.358
H 0.877 -0.847 11.608
C 7.402 0.539 7.565
O 7.078 0.267 8.930
H 7.348 1.611 7.324
H 6.668 0.082 6.943
H 8.365 0.216 7.280
H 7.184 1.054 9.564
C 3.792 -1.549 8.148
O 3.887 -2.329 6.992
H 4.653 -1.809 8.774
H 2.800 -1.605 8.560
H 4.066 -0.535 7.849
H 3.293 -1.991 6.323
C 1.692 4.173 13.436
O 3.034 4.368 13.869
H 1.236 3.458 14.078
H 1.597 3.847 12.415
H 1.154 5.098 13.471
H 3.444 4.824 13.112
```

Results of the Mulliken charge analysis, in e, for atoms 1 through 5: number 1, C, carries -0.5400; number 2, C, carries -0.6336; number 3, O, carries -0.4413; number 4, H, carries 0.6915; number 5, H, carries -0.3354

=====

Record 2
Density functional theory data (wB97M-V/def2-TZVPD) for a molecular structure, C26H36BNO3P2W.

Computed properties:
Charge = +2
Expectation value of S² = 2.03
Spin multiplicity = 3
LUMO level (alpha / beta) = -8.43 / -8.47 eV

```
70
C26H36BNO3P2W wB97M-V/def2-TZVPD
C -1.223 3.356 -3.477
C -1.053 2.066 -2.977
C 0.284 1.594 -2.810
C 1.393 2.396 -3.177
C 1.171 3.670 -3.682
C -0.127 4.159 -3.808
C 2.821 1.932 -3.142
C 2.839 0.426 -3.035
C 1.712 -0.357 -2.691
C 1.720 -1.775 -2.841
C 2.882 -2.393 -3.296
C 4.001 -1.628 -3.603
C 3.973 -0.235 -3.501
H -2.240 3.749 -3.542
H 2.023 4.257 -4.034
H -0.299 5.155 -4.218
H 3.250 2.189 -4.157
H 2.894 -3.486 -3.372
H 4.890 -2.131 -3.983
H 4.812 0.350 -3.891
N 0.536 0.312 -2.269
W -0.144 -0.201 -0.491
C -2.264 1.276 -2.473
H -2.384 0.299 -2.962
H -3.192 1.855 -2.610
C 0.517 -2.635 -2.431
H -0.396 -2.425 -3.007
H 0.719 -3.711 -2.552
P -2.133 0.970 -0.669
P 0.144 -2.465 -0.660
C 1.541 -3.130 0.224
H 1.474 -2.821 1.276
H 1.492 -4.225 0.136
H 2.475 -2.762 -0.218
C -1.382 -3.249 -0.222
H -1.224 -4.329 -0.327
H -1.624 -3.012 0.822
H -2.196 -2.915 -0.878
C -2.038 2.608 0.104
H -2.973 3.170 -0.059
H -1.857 2.464 1.179
H -1.199 3.174 -0.325
C -3.534 0.064 -0.059
H -3.396 -0.116 1.011
H -4.458 0.631 -0.213
H -3.605 -0.903 -0.564
C 1.497 0.266 0.509
O 2.491 0.405 1.154
H 3.528 2.520 -2.497
C 1.091 -0.832 4.766
C -0.172 -0.909 3.921
C -0.984 -2.096 4.411
O 0.205 -1.194 2.577
B -0.546 -0.348 1.730
O -1.437 0.479 2.467
C -1.000 0.433 3.824
C -2.265 0.507 4.654
C -0.149 1.665 4.140
H 1.557 -1.824 4.836
H 0.848 -0.511 5.789
H 1.830 -0.142 4.343
H -0.370 -3.003 4.322
H -1.270 -1.978 5.465
H -1.887 -2.239 3.805
H -2.050 0.480 5.728
H -2.788 1.447 4.434
H -2.940 -0.317 4.395
H 0.794 1.680 3.578
H -0.698 2.589 3.908
H 0.091 1.701 5.213
```

Results of the natural (NBO) charge analysis, in e, for atoms 1 through 5: number 1, C, carries -0.1842; number 2, C, carries -0.0374; number 3, C, carries 0.0856; number 4, C, carries -0.0099; number 5, C, carries -0.1624

=====

Record 3
Density functional theory data (wB97M-V/def2-TZVPD) for 6 unconnected molecules or ions with the total composition C4H19NO7.

Computed properties:
Structure (SMILES) = C[C@H](O)[C@@H](N)C=O.O.O.O.O.O
LUMO level = 0.16 eV
Relative energy (zero: lowest compared OMol25 entry of this formula, charge and spin) = 93.5 kcal/mol

```
31
C4H19NO7 wB97M-V/def2-TZVPD
C 0.792 -1.846 -2.518
C 1.198 -1.386 -1.155
O 0.234 -2.134 -0.362
C 1.180 0.139 -0.980
N -0.123 0.653 -0.702
C 2.197 0.363 0.165
O 1.755 0.619 1.261
H 1.527 -1.712 -3.273
H -0.204 -1.496 -2.686
H 0.564 -2.981 -2.674
H 2.107 -1.973 -0.982
H -0.020 -1.808 0.603
H 1.669 0.525 -1.936
H -0.764 -0.064 -0.424
H -0.329 1.409 -0.090
H 3.297 0.123 -0.047
O -0.506 -0.523 2.158
H -0.353 -1.088 2.779
H 0.259 -0.054 1.997
O 0.060 2.513 1.468
H -0.823 2.487 1.834
H 0.715 2.611 2.155
O -1.976 2.031 3.152
H -2.148 1.136 2.735
H -1.306 1.503 3.751
O -0.712 2.361 -3.390
H -1.599 2.437 -3.470
H -0.587 1.865 -2.520
O -2.410 -3.089 0.036
H -3.226 -2.582 -0.131
H -1.677 -2.749 -0.360
```

Results of the natural (NBO) charge analysis, in e, for atoms 1 through 5: number 1, C, carries -0.6263; number 2, C, carries 0.0803; number 3, O, carries -0.8010; number 4, C, carries -0.1710; number 5, N, carries -0.8805

=====

| no. | strongest force on any atom (Eh/bohr) |
| --- | --- |
| 1 | 0.1925 |
| 2 | 0.1331 |
| 3 | 0.1611 |